[1]
This record from the Open Molecules 2025 dataset describes 2 unconnected molecules or ions with the total composition C3H2F3O4 in a non-equilibrium geometry. The level of theory is the ωB97M-V functional and the def2-TZVPD basis.

ORCA input file:
```
! wB97M-V def2-TZVPD RIJCOSX def2/J DEFGRID3
* xyz -1 1
C 1.303 -1.544 -0.447
C 2.180 -0.294 -0.566
C 1.028 0.978 -0.033
O 0.888 -2.065 -1.440
O 0.859 -1.672 0.782
O -0.970 1.153 -0.464
O 1.240 1.002 1.165
F 2.378 -0.117 -1.968
F 3.247 0.098 0.167
F 1.412 2.123 -0.804
H -0.360 1.268 -1.163
H 0.948 -0.824 1.353
*
```

## Properties
Molar mass, g/mol: 159.04
HOMO-LUMO gap, eV: 8.7919
Max |F|, eV/Å: 5.228
HOMO energy, eV: -5.043
Electronic energy, a.u.: -716.04328
ΔE to the lowest compared entry with this formula, charge and spin, kJ/mol: 318.07

[2]
This record from the Open Molecules 2025 dataset describes a molecular structure, C28H27N3O3PdS. The level of theory is the ωB97M-V functional and the def2-TZVPD basis.

ORCA input file:
```
! wB97M-V def2-TZVPD RIJCOSX def2/J DEFGRID3
* xyz 2 1
Pd -1.056 1.435 0.923
C -3.226 2.699 -1.861
C -2.636 3.596 -0.982
C -2.680 3.351 0.385
C -3.263 2.152 0.871
C -3.837 1.245 -0.049
C -3.828 1.529 -1.398
H -3.225 2.913 -2.921
H -2.197 4.513 -1.349
H -2.337 4.106 1.079
H -3.483 2.027 1.922
H -4.323 0.352 0.324
H -4.301 0.853 -2.099
C 1.588 -3.846 2.267
C 0.343 -3.235 1.622
C 0.701 -2.213 0.550
C 1.318 -2.876 -0.725
C 2.256 -2.135 -1.557
C 2.563 -0.821 -1.539
C 2.051 0.246 -0.702
C 2.133 1.661 -1.229
C 3.317 2.430 -0.637
C 1.555 0.010 0.519
N 0.903 0.950 1.286
C 1.290 1.322 2.510
C 0.429 2.097 3.234
C 0.459 2.699 4.517
C -0.762 3.300 4.694
C -1.519 3.059 3.520
N -0.812 2.355 2.649
H 1.274 -4.589 2.997
H 2.173 -3.087 2.781
H 2.237 -4.351 1.550
H -0.260 -2.728 2.375
H -0.295 -4.013 1.193
H 1.748 -3.836 -0.444
H 2.797 -2.751 -2.266
H 3.307 -0.504 -2.265
H 1.200 2.182 -1.006
H 2.220 1.629 -2.316
H 3.206 2.542 0.442
H 3.379 3.423 -1.078
H 4.259 1.916 -0.831
H 2.268 1.032 2.882
H 1.283 2.671 5.212
H -1.102 3.859 5.550
H -2.521 3.397 3.310
O -0.860 1.060 -2.648
C -0.915 0.062 -1.997
N -1.048 0.000 -0.599
S -0.979 -1.486 -0.044
O 1.539 -1.269 1.091
O -2.038 -1.872 0.837
C -0.788 -2.283 -1.602
C -0.092 -3.527 -1.686
C 0.318 -3.889 -3.017
C 0.280 -2.976 -4.044
C -0.156 -1.664 -3.805
C -0.701 -1.331 -2.553
H -0.421 -4.350 -1.057
H 0.698 -4.889 -3.189
H 0.634 -3.248 -5.030
H -0.064 -0.901 -4.570
*
```

## Properties
Molar mass, g/mol: 592.03
HOMO-LUMO gap (alpha / beta), eV: 4.7684 / 4.7678
Max |F|, eV/Å: 0.442
HOMO energy (alpha / beta), eV: -13.661 / -13.661
Electronic energy, a.u.: -1998.52450
ΔE to the lowest compared entry with this formula, charge and spin, kJ/mol: 232.78

[3]
This record from the Open Molecules 2025 dataset describes 3 unconnected molecules or ions with the total composition C3H11NO3 in a non-equilibrium geometry. The level of theory is the ωB97M-V functional and the def2-TZVPD basis.

ORCA input file:
```
! wB97M-V def2-TZVPD RIJCOSX def2/J DEFGRID3
* xyz 1 2
C 0.622 -0.244 -0.209
N 1.166 -0.778 -1.353
C 2.205 0.084 -2.032
C 1.302 -2.159 -1.693
O 0.895 0.867 0.179
H -0.121 -0.891 0.280
H 3.124 -0.059 -1.457
H 1.914 1.119 -1.882
H 2.342 -0.263 -3.047
H 1.236 -2.213 -2.783
H 0.546 -2.770 -1.206
H 2.289 -2.534 -1.402
H -2.106 -0.244 4.541
H -3.191 -0.769 3.684
O -2.915 0.077 4.098
H -3.203 4.362 1.231
H -3.361 2.833 1.539
O -2.743 3.582 1.514
*
```

## Properties
Molar mass, g/mol: 109.12
Expectation value of S²: 0.78
HOMO-LUMO gap (alpha / beta), eV: 9.2935 / 4.3745
Max |F|, eV/Å: 3.864
HOMO energy (alpha / beta), eV: -13.403 / -13.403
Electronic energy, a.u.: -401.02060
ΔE to the lowest compared entry with this formula, charge and spin, kJ/mol: 82.32

[4]
This record from the Open Molecules 2025 dataset describes a single C7H12 molecule in a non-equilibrium geometry. The level of theory is the ωB97M-V functional and the def2-TZVPD basis.

ORCA input file:
```
! wB97M-V def2-TZVPD RIJCOSX def2/J DEFGRID3
* xyz 0 1
C 2.527 1.409 -1.280
C 1.095 2.033 -0.968
C 0.473 0.976 -0.129
C -0.244 -0.048 -0.618
C -0.725 -1.057 0.272
C -1.880 -0.978 1.049
C -2.198 -2.300 1.755
H 3.161 1.217 -0.374
H 2.431 0.466 -1.868
H 3.136 2.106 -1.864
H 0.706 2.193 -1.952
H 1.037 3.070 -0.505
H 0.517 0.956 0.931
H -0.210 -0.070 -1.724
H -0.234 -1.990 0.227
H -2.427 -0.058 1.187
H -2.945 -2.800 1.157
H -2.787 -2.052 2.663
H -1.433 -3.073 2.042
*
```

## Properties
Molar mass, g/mol: 96.17
SMILES: C/C=C/C=C/CC
HOMO-LUMO gap, eV: 9.8658
Max |F|, eV/Å: 5.201
HOMO energy, eV: -8.657
Electronic energy, a.u.: -273.83144
ΔE to the lowest compared entry with this formula, charge and spin, kJ/mol: 202.45

- Look up the max |F| of the third one.
  3.864 eV/Å